# 1
{"formula": "C34H66N11OSSeSn", "method": "the ωB97M-V functional and the def2-TZVPD basis", "e_above_lowest_kcal_mol": 0.0, "total_energy_ha": -5026.4069, "multiplicity": 1, "charge": 1, "homo_energy_ev": -9.86, "species": ["Sn", "C", "N", "C", "C", "N", "C", "C", "N", "C", "C", "N", "C", "N", "C", "C", "N", "C", "C", "C", "C", "N", "C", "N", "C", "C", "N", "C", "C", "N", "C", "C", "H", "H", "H", "H", "H", "H", "H", "H", "H", "H", "H", "H", "H", "H", "H", "H", "H", "H", "H", "H", "H", "H", "H", "H", "H", "H", "H", "H", "H", "H", "H", "H", "H", "H", "H", "H", "H", "H", "H", "H", "H", "H", "H", "H", "H", "H", "H", "H", "Se", "C", "N", "C", "C", "C", "C", "C", "C", "C", "O", "C", "C", "C", "H", "H", "H", "H", "H", "H", "H", "H", "H", "H", "H", "H", "C", "S", "C", "H", "H", "H", "H", "H", "H"], "xyz": [[0.938, -0.016, 0.381], [0.297, 4.787, 3.573], [-0.861, 4.394, 2.797], [-1.442, 5.378, 1.913], [-0.990, 3.022, 2.462], [-0.264, 2.407, 1.588], [0.757, 3.199, 0.914], [2.137, 2.796, 1.430], [2.702, 1.678, 0.648], [3.725, 0.970, 1.434], [4.216, -0.252, 0.690], [3.104, -1.109, 0.269], [3.324, -2.406, 0.245], [2.699, -3.184, -0.674], [2.273, -4.543, -0.387], [2.223, -2.616, -1.919], [4.223, -3.045, 1.056], [5.038, -4.152, 0.589], [4.374, -2.719, 2.462], [3.251, 2.191, -0.633], [2.854, 1.409, -1.879], [1.421, 1.567, -2.046], [0.903, 1.723, -3.215], [-0.375, 2.254, -3.297], [-1.313, 1.815, -4.308], [-0.662, 3.536, -2.686], [1.527, 1.414, -4.402], [2.314, 0.211, -4.555], [1.298, 2.170, -5.619], [-1.996, 2.398, 3.134], [-2.672, 2.983, 4.281], [-2.197, 0.970, 3.018], [1.139, 5.134, 2.958], [0.637, 3.941, 4.173], [0.025, 5.600, 4.251], [-2.374, 4.993, 1.498], [-0.792, 5.672, 1.076], [-1.676, 6.280, 2.483], [0.629, 4.273, 1.035], [0.702, 2.983, -0.157], [2.030, 2.470, 2.463], [2.841, 3.638, 1.422], [3.280, 0.676, 2.385], [4.571, 1.635, 1.649], [4.945, -0.761, 1.317], [4.754, 0.070, -0.209], [2.781, -5.264, -1.032], [1.199, -4.629, -0.558], [2.478, -4.790, 0.651], [2.839, -1.755, -2.164], [1.176, -2.312, -1.870], [2.333, -3.363, -2.708], [4.926, -4.276, -0.484], [4.776, -5.090, 1.086], [6.088, -3.938, 0.805], [3.646, -1.967, 2.753], [5.383, -2.360, 2.685], [4.196, -3.615, 3.063], [4.340, 2.267, -0.552], [2.863, 3.201, -0.769], [3.132, 0.356, -1.767], [3.427, 1.815, -2.723], [-0.972, 0.883, -4.754], [-1.459, 2.553, -5.105], [-2.283, 1.629, -3.841], [-0.045, 3.670, -1.802], [-1.712, 3.581, -2.389], [-0.475, 4.365, -3.381], [3.373, 0.425, -4.728], [1.941, -0.364, -5.409], [2.214, -0.400, -3.664], [0.812, 3.115, -5.390], [0.686, 1.618, -6.339], [2.259, 2.388, -6.089], [-2.478, 4.047, 4.338], [-2.332, 2.508, 5.206], [-3.747, 2.819, 4.187], [-1.954, 0.629, 2.016], [-1.584, 0.430, 3.741], [-3.244, 0.747, 3.227], [0.806, -1.040, 2.949], [1.080, 0.487, 3.912], [1.256, 1.454, 4.518], [-6.489, -4.377, -0.525], [-5.060, -4.049, -0.200], [-4.642, -3.895, 1.116], [-3.328, -3.583, 1.431], [-2.942, -3.422, 2.881], [-2.408, -3.395, 0.381], [-1.053, -2.993, 0.735], [-0.241, -2.448, -0.001], [-2.808, -3.561, -0.962], [-1.851, -3.420, -2.114], [-4.126, -3.894, -1.221], [-7.106, -4.405, 0.371], [-6.558, -5.348, -1.020], [-6.906, -3.636, -1.208], [-5.359, -4.024, 1.919], [-3.808, -3.594, 3.518], [-2.560, -2.422, 3.094], [-2.172, -4.138, 3.175], [-0.752, -3.212, 1.771], [-0.909, -3.930, -1.917], [-1.619, -2.368, -2.289], [-2.294, -3.836, -3.018], [-4.440, -4.032, -2.250], [-4.513, 0.100, -0.028], [-2.813, -0.007, -0.621], [-2.543, 1.718, -1.071], [-4.606, 0.919, 0.685], [-4.745, -0.840, 0.469], [-5.203, 0.253, -0.857], [-3.161, 1.999, -1.924], [-1.487, 1.816, -1.328], [-2.760, 2.366, -0.220]], "mulliken_charge": [1.004, -1.027, 0.458, -0.959, -0.823, 0.851, 1.021, -1.527, 1.057, -1.289, -1.074, 0.571, 0.034, 0.452, -1.103, -1.289, 0.369, -1.201, -1.089, -1.704, -0.836, -0.069, -0.047, 0.808, -1.224, -0.753, 0.296, -0.981, -1.109, 0.644, -1.182, -0.716, 0.299, 0.360, 0.319, 0.311, 0.292, 0.298, 0.394, -1.623, 0.612, 0.126, 0.212, 0.448, 0.868, 0.154, 0.332, 0.196, 0.360, 0.432, 0.203, 0.452, 0.334, 0.369, 0.393, 0.263, 0.335, 0.345, 0.552, 0.431, -0.179, 0.770, 0.358, 0.398, 0.215, 0.203, 0.402, 0.233, 0.306, 0.438, 0.012, 0.310, 0.367, 0.370, 0.410, 0.339, 0.315, -0.037, 0.277, 0.399, -0.368, 0.308, -0.549, -1.568, 0.640, -1.008, 0.648, -1.763, 1.115, -0.925, -0.202, 1.242, -1.094, -1.143, 0.372, 0.356, 0.344, 0.295, 0.386, 0.223, 0.372, 0.492, 0.077, 0.071, 0.518, 0.446, -1.061, 0.493, -0.742, 0.371, 0.181, 0.360, 0.685, -0.414, 0.307]}

---

# 2
{"formula": "C34H67BBrN2O11P2S2", "method": "the ωB97M-V functional and the def2-TZVPD basis", "total_energy_ha": -6351.0128, "multiplicity": 1, "charge": -1, "homo_energy_ev": -5.16, "species": ["C", "C", "N", "C", "C", "C", "S", "S", "C", "C", "C", "C", "O", "B", "Br", "C", "C", "C", "C", "C", "C", "C", "C", "O", "C", "N", "C", "C", "C", "C", "C", "C", "C", "C", "C", "O", "C", "H", "H", "H", "H", "H", "H", "H", "H", "H", "H", "H", "H", "H", "H", "H", "H", "H", "H", "H", "H", "H", "H", "H", "H", "H", "H", "H", "H", "H", "H", "H", "H", "H", "H", "H", "H", "H", "H", "H", "H", "H", "H", "H", "H", "H", "H", "H", "H", "H", "C", "O", "P", "O", "O", "C", "O", "C", "H", "H", "H", "H", "H", "H", "H", "H", "H", "C", "O", "P", "O", "O", "C", "O", "C", "H", "H", "H", "H", "H", "H", "H", "H", "H"], "xyz": [[-4.153, -2.527, -1.060], [-4.791, -1.224, -1.528], [-3.795, -0.181, -1.826], [-4.448, 1.052, -2.327], [-3.954, 2.290, -1.569], [-2.837, -0.608, -2.790], [-3.215, -1.329, -4.206], [-1.179, -0.268, -2.353], [-0.492, 0.355, -3.927], [0.743, 1.235, -3.683], [2.050, 0.673, -4.312], [3.134, 0.686, -3.264], [3.522, 1.968, -2.841], [4.781, 1.795, -2.104], [4.123, 1.822, -0.045], [5.843, 3.004, -2.224], [7.239, 2.669, -1.772], [7.934, 1.600, -2.339], [9.211, 1.239, -1.955], [9.861, 1.966, -0.970], [9.204, 3.049, -0.414], [7.917, 3.409, -0.795], [7.299, 4.615, -0.121], [5.181, 0.431, -2.399], [4.509, 0.063, -3.579], [5.111, 0.601, -4.802], [4.620, -1.456, -3.644], [6.065, -1.928, -3.840], [6.371, -3.272, -3.108], [7.384, -3.005, -1.996], [7.733, -4.235, -1.141], [7.956, -3.848, 0.339], [9.219, -4.444, 0.957], [9.355, -3.980, 2.428], [8.968, -5.076, 3.444], [8.278, -4.504, 4.546], [6.888, -4.745, 4.543], [-3.537, -2.998, -1.820], [-3.605, -2.339, -0.136], [-4.971, -3.209, -0.815], [-5.457, -1.386, -2.383], [-5.387, -0.855, -0.689], [-5.533, 0.954, -2.263], [-4.218, 1.224, -3.380], [-2.865, 2.247, -1.580], [-4.328, 2.294, -0.547], [-4.241, 3.196, -2.105], [-1.299, 0.919, -4.394], [-0.290, -0.486, -4.588], [0.534, 2.225, -4.088], [0.909, 1.387, -2.615], [2.292, 1.255, -5.202], [1.824, -0.360, -4.592], [2.764, 0.111, -2.395], [5.829, 3.406, -3.246], [5.478, 3.807, -1.587], [7.421, 1.043, -3.113], [9.655, 0.376, -2.437], [10.864, 1.675, -0.683], [9.741, 3.618, 0.338], [7.364, 5.503, -0.756], [7.854, 4.840, 0.791], [6.259, 4.413, 0.129], [4.850, 1.577, -4.914], [4.713, 0.122, -5.603], [4.028, -1.862, -4.473], [4.245, -1.858, -2.702], [6.768, -1.195, -3.447], [6.315, -2.046, -4.896], [6.796, -3.965, -3.837], [5.437, -3.627, -2.669], [8.306, -2.569, -2.392], [6.948, -2.231, -1.357], [6.906, -4.947, -1.214], [8.629, -4.743, -1.507], [8.052, -2.762, 0.398], [7.096, -4.130, 0.952], [9.198, -5.538, 0.908], [10.118, -4.128, 0.422], [8.643, -3.169, 2.598], [10.342, -3.570, 2.643], [9.892, -5.499, 3.845], [8.371, -5.827, 2.921], [6.663, -5.582, 5.214], [6.342, -3.871, 4.899], [6.500, -4.993, 3.551], [-4.522, -0.227, 2.321], [-5.769, -0.517, 2.992], [-7.016, 0.508, 2.760], [-6.421, 1.755, 3.323], [-7.997, -0.276, 3.768], [-7.530, -0.656, 5.061], [-8.222, 1.092, 1.857], [-9.049, 2.079, 2.466], [-3.915, -1.128, 2.356], [-4.679, 0.053, 1.281], [-4.007, 0.575, 2.845], [-6.824, 0.075, 5.456], [-7.064, -1.639, 5.021], [-8.397, -0.706, 5.717], [-8.488, 2.989, 2.667], [-9.495, 1.698, 3.383], [-9.842, 2.318, 1.759], [-12.012, 0.553, 3.863], [-12.576, 1.744, 3.277], [-13.360, 2.766, 4.252], [-14.496, 1.996, 4.808], [-13.767, 3.753, 3.044], [-14.448, 3.239, 1.903], [-13.042, 3.967, 5.258], [-14.161, 4.731, 5.714], [-11.301, 0.136, 3.154], [-11.492, 0.781, 4.792], [-12.798, -0.177, 4.050], [-15.116, 2.421, 2.175], [-13.729, 2.899, 1.158], [-15.034, 4.052, 1.480], [-14.823, 4.116, 6.321], [-14.703, 5.161, 4.875], [-13.757, 5.530, 6.332]], "mulliken_charge": [-1.222, -0.721, 0.396, -0.594, -0.981, -0.272, -0.167, -0.104, -0.635, -0.963, -0.771, -0.560, -0.637, 1.438, -0.590, -0.821, 0.446, -0.272, -0.850, -0.656, -0.603, 1.132, -1.541, -1.004, 0.901, -0.588, -1.634, 0.057, -0.991, -0.321, -0.838, -0.448, -0.728, -0.558, -0.684, -0.402, -0.679, 0.400, 0.193, 0.409, 0.450, 0.425, 0.414, 0.410, 0.224, 0.196, 0.380, 0.402, 0.525, 0.307, 0.568, 0.291, 0.363, 0.359, 0.266, 0.194, 0.314, 0.408, 0.377, 0.306, 0.305, 0.386, 0.301, 0.379, 0.281, 0.376, 0.381, -0.190, 0.484, 0.258, 0.473, 0.197, 0.285, 0.424, 0.447, 0.425, 0.074, 0.356, 0.343, 0.368, 0.407, 0.307, 0.428, 0.278, 0.261, 0.277, -0.295, -0.341, 1.143, -0.695, -0.262, -0.706, -0.403, -0.476, 0.220, -0.051, 0.284, 0.353, 0.256, 0.231, 0.356, 0.110, 0.231, -0.814, -0.208, 1.084, -0.688, -0.323, -0.618, -0.349, -0.582, 0.250, 0.351, 0.342, 0.332, 0.198, 0.253, 0.276, 0.272, 0.236]}

---

Q: What is the multiplicity in the first record?
A: 1